[1]
Density functional theory data (the ωB97M-V functional and the def2-TZVPD basis) for one molecule with the formula C14H27ClFO2P.

Structure (XYZ):
```
46
Properties=species:S:1:pos:R:3:mulliken_charge:R:1
C -3.177 -1.107 2.193 -1.05
C -1.979 -1.100 3.147 -0.49
C -0.632 -1.602 2.559 -0.63
C -0.695 -2.282 1.197 -0.01
C 0.688 -2.767 0.740 -0.84
C 0.740 -3.118 -0.761 -0.89
C 1.833 -2.405 -1.556 -1.26
C 1.800 -0.876 -1.521 -0.06
C 0.591 -0.262 -2.219 -0.36
C 0.683 1.263 -2.353 -1.72
C 0.059 2.161 -1.262 0.99
Cl -0.373 1.239 0.217 -0.08
O -1.114 2.826 -1.766 -0.40
C -2.228 2.078 -1.841 0.66
O -2.512 1.297 -2.692 -0.44
F -3.053 2.405 -0.862 -0.20
P 1.225 3.587 -0.870 -0.16
C 0.252 4.466 0.399 -1.04
C 2.453 2.727 0.194 -0.93
H -2.926 -0.647 1.241 0.17
H -3.547 -2.118 2.037 0.30
H -3.987 -0.521 2.625 0.39
H -2.218 -1.697 4.025 0.32
H -1.844 -0.075 3.495 0.24
H 0.066 -0.767 2.485 0.23
H -0.209 -2.326 3.256 0.42
H -1.364 -3.145 1.236 0.34
H -1.092 -1.613 0.435 -0.02
H 1.421 -1.999 0.987 0.40
H 0.933 -3.659 1.317 0.44
H 0.859 -4.195 -0.872 0.46
H -0.224 -2.870 -1.210 0.39
H 2.820 -2.761 -1.259 0.35
H 1.715 -2.687 -2.608 0.40
H 2.686 -0.534 -2.065 0.41
H 1.906 -0.494 -0.504 0.05
H -0.346 -0.566 -1.760 0.25
H 0.574 -0.660 -3.237 0.43
H 0.194 1.556 -3.279 0.34
H 1.728 1.561 -2.449 0.69
H 0.888 5.238 0.832 0.41
H -0.055 3.801 1.207 0.27
H -0.627 4.924 -0.043 0.32
H 2.843 1.872 -0.353 0.23
H 1.993 2.415 1.128 0.25
H 3.250 3.439 0.388 0.41
```

Calculated values
- HOMO (eV) = -9.16
- energy (eV) = -43580.0625
- SMILES = CCCCCCCCCC[C@](Cl)(OC(=O)F)P(C)C
- frontier orbital gap (eV) = 9.90
- charge = 0
- E_LUMO (eV) = 0.737

[2]
Density functional theory data (the ωB97M-V functional and the def2-TZVPD basis) for one molecule with the formula C19H16ClNO4.

Structure (XYZ):
```
41
Properties=species:S:1:pos:R:3:mulliken_charge:R:1
C 1.924 2.986 6.086 -1.26
C 1.441 2.337 4.807 1.14
C 0.158 2.272 4.411 -0.98
C -0.047 1.809 3.074 -0.19
C 0.976 1.515 2.169 0.36
N 0.570 1.144 0.853 -0.13
C 1.253 0.450 -0.049 0.64
C 0.631 0.100 -1.236 -0.25
O -0.771 0.191 -1.497 -0.38
C -1.137 0.138 -2.810 0.41
O -0.942 1.053 -3.574 -0.57
C -1.892 -1.057 -3.363 0.41
C -2.568 -0.927 -4.695 -0.71
C -3.243 -1.913 -5.370 -0.41
C -3.409 -3.176 -4.728 -0.37
C -2.936 -3.264 -3.441 -0.54
C -2.248 -2.267 -2.675 1.03
C -1.958 -2.495 -1.202 -1.35
O 1.440 -0.522 -2.107 -0.31
C 2.648 -0.706 -1.562 -0.07
O 3.603 -1.133 -2.187 -0.57
C 2.735 -0.122 -0.196 0.47
Cl 3.267 -1.346 1.032 -0.13
C 2.311 1.584 2.690 -0.23
C 2.554 1.952 3.984 -1.01
H 1.331 2.491 6.919 0.30
H 3.011 2.692 6.224 0.29
H 1.794 3.959 6.151 0.34
H -0.681 2.584 5.047 0.38
H -1.115 1.896 2.779 0.24
H -0.249 1.576 0.547 0.28
H -2.456 -0.035 -5.245 0.44
H -3.561 -1.822 -6.460 0.29
H -3.827 -4.142 -5.249 0.26
H -3.234 -4.105 -2.883 0.38
H -1.703 -1.603 -0.641 0.20
H -2.828 -2.984 -0.740 0.44
H -1.060 -3.170 -1.089 0.27
H 3.407 0.743 -0.265 0.44
H 3.228 1.346 2.188 0.25
H 3.583 1.970 4.303 0.22
```

Calculated values
- HOMO (eV) = -7.53
- energy (eV) = -42161.9886
- SMILES = Cc1ccc(NC2=C(OC(=O)c3ccccc3C)OC(=O)[C@@H]2Cl)cc1
- frontier orbital gap (eV) = 7.41
- energy above the lowest of the compared OMol25 structures with the same formula, charge and spin (kJ/mol) = 393.2
- charge = 0
- E_LUMO (eV) = -0.118

[3]
Density functional theory data (the ωB97M-V functional and the def2-TZVPD basis) for a 3-piece molecular cluster, C20H38ClF6O7P2S overall.

Structure (XYZ):
```
75
Properties=species:S:1:pos:R:3:mulliken_charge:R:1
C 4.181 1.011 0.054 -0.62
C 3.425 1.970 -1.052 -0.54
C 1.775 1.764 -0.898 0.61
C 1.069 3.013 -1.691 -1.01
C -0.573 3.090 -1.501 -0.10
C -0.920 3.836 -0.061 -0.68
C -1.822 2.914 0.961 -0.23
C -0.849 1.924 1.868 0.00
C -0.999 0.414 1.164 0.46
C -2.224 -0.327 1.963 -0.57
P -3.251 -1.553 0.922 0.69
Cl -2.876 -3.529 1.613 -0.16
O -4.970 -1.169 1.138 -0.38
C -5.202 0.276 0.917 0.23
C -6.644 0.626 0.202 -1.09
P -2.862 -1.506 -1.222 0.81
O -3.639 -0.150 -2.061 -0.60
O -3.648 -2.951 -1.894 -0.50
S -0.958 -1.691 -1.697 -0.20
H 4.111 1.492 1.143 -0.02
H 5.274 0.710 -0.241 0.35
H 3.567 -0.004 0.118 0.18
H 3.798 1.719 -2.155 0.29
H 3.642 3.128 -0.883 0.30
H 1.504 0.697 -1.330 0.04
H 1.572 1.786 0.274 -0.38
H 1.369 2.959 -2.829 0.33
H 1.483 4.051 -1.272 0.30
H -1.103 2.052 -1.621 -0.13
H -1.000 3.793 -2.361 0.36
H -1.484 4.853 -0.294 0.35
H 0.063 4.136 0.516 0.32
H -2.586 2.269 0.310 -0.08
H -2.504 3.544 1.698 0.31
H 0.261 2.287 1.942 -0.51
H -1.258 1.906 2.989 0.51
H 0.026 -0.124 1.380 0.22
H -1.193 0.616 0.028 -0.42
H -2.885 0.509 2.458 0.34
H -1.715 -0.954 2.842 0.40
H -5.195 0.791 1.988 0.25
H -4.300 0.742 0.329 -0.06
H -6.901 -0.064 -0.716 0.29
H -6.669 1.771 -0.132 0.32
H -7.524 0.512 1.000 0.32
H -3.176 0.710 -1.839 0.42
H -2.915 -3.526 -2.313 0.35
C 6.375 1.825 6.222 -1.09
C 5.745 2.876 5.329 -0.21
O 4.733 2.289 4.497 -0.25
C 3.500 2.122 5.074 0.12
O 3.238 2.436 6.231 -0.52
C 2.511 1.534 4.066 1.12
F 3.041 0.506 3.345 -0.25
F 2.097 2.463 3.157 -0.32
F 1.382 1.045 4.651 -0.28
H 6.756 0.990 5.625 0.30
H 7.200 2.252 6.801 0.37
H 5.642 1.409 6.920 0.31
H 6.506 3.291 4.659 0.31
H 5.339 3.711 5.911 0.32
C -2.220 -6.100 -6.302 -1.01
C -1.077 -6.873 -5.670 -0.19
O 0.050 -6.012 -5.446 -0.31
C 0.010 -5.251 -4.305 0.41
O -0.918 -5.270 -3.502 -0.54
C 1.288 -4.423 -4.168 0.81
F 1.660 -3.829 -5.337 -0.25
F 2.349 -5.183 -3.772 -0.25
F 1.176 -3.419 -3.253 -0.20
H -1.886 -5.598 -7.216 0.30
H -3.051 -6.768 -6.547 0.37
H -2.589 -5.321 -5.628 0.24
H -0.744 -7.660 -6.356 0.32
H -1.386 -7.366 -4.741 0.29
```

Calculated values
- HOMO (eV) = -12.56
- energy (eV) = -93918.4366
- frontier orbital gap (eV) = 7.60
- charge = +1
- E_LUMO (eV) = -4.965

[4]
Density functional theory data (the ωB97M-V functional and the def2-TZVPD basis) for a 5-piece molecular cluster, CH14N3O4 overall.

Structure (XYZ):
```
22
Properties=species:S:1:pos:R:3:mulliken_charge:R:1
N 0.553 -0.390 -0.234 -0.25
C -0.729 0.077 -0.268 0.67
N -1.049 1.186 -1.001 -0.33
N -1.689 -0.676 0.256 -0.33
H 0.565 -1.364 -0.079 0.21
H 1.308 0.224 -0.087 0.17
H -2.037 1.398 -1.086 0.20
H -0.313 1.861 -0.982 0.27
H -2.653 -0.601 -0.014 0.18
H -1.503 -1.348 1.026 0.25
H -0.177 -3.560 1.491 0.30
H 0.277 -2.280 2.442 0.29
O 0.031 -2.626 1.579 -0.63
H -1.256 -1.646 -3.439 0.28
H -1.234 -2.449 -2.397 0.31
O -0.983 -1.453 -2.499 -0.59
H -0.040 3.623 0.468 0.32
H 1.231 2.817 0.786 0.30
O 0.555 2.964 0.140 -0.63
H 2.758 1.230 1.944 0.32
H 3.562 1.803 0.974 0.32
O 2.822 1.209 0.981 -0.65
```

Calculated values
- HOMO (eV) = -13.72
- energy (eV) = -13918.9841
- frontier orbital gap (eV) = 10.98
- energy above the lowest of the compared OMol25 structures with the same formula, charge and spin (kJ/mol) = 159.4
- charge = +1
- E_LUMO (eV) = -2.737

[5]
Density functional theory data (the ωB97M-V functional and the def2-TZVPD basis) for C3H5EuO3 as an isolated structure.

Structure (XYZ):
```
12
Properties=species:S:1:pos:R:3:mulliken_spin:R:1
H -0.434 -1.128 -1.521 0.02
C 0.877 -1.349 -0.244 0.02
C 0.203 -0.256 -1.044 0.03
O -0.631 0.466 -0.175 0.00
C -0.876 1.780 -0.250 0.00
O -1.095 2.043 1.021 0.00
H 1.139 -2.264 -0.807 0.04
H 0.880 0.394 -1.606 0.00
H -1.394 2.949 1.193 0.00
Eu -0.961 -0.078 2.211 7.02
O 0.402 -1.542 1.115 0.72
H 1.891 -1.015 0.107 0.14
```

Calculated values
- HOMO (alpha / beta) (eV) = -18.42 / -18.50
- energy (eV) = -28641.4530
- frontier orbital gap (alpha / beta) (eV) = 9.59 / 6.82
- spin multiplicity = 9
- energy above the lowest of the compared OMol25 structures with the same formula, charge and spin (kJ/mol) = 100.9
- charge = +2
- E_LUMO (alpha / beta) (eV) = -8.823 / -11.682